# 1
A structure of composition C45H34BrN7NiO6P2Se2. Source: OMol25; level of theory: ωB97M-V/def2-TZVPD.

```
98
Properties=species:S:1:pos:R:3:lowdin_charge:R:1
Ni -0.148 0.193 0.161 0.402
C 3.070 0.922 0.028 -0.033
O 2.077 0.003 -0.388 -0.122
C 2.467 -0.967 -1.265 -0.183
C 3.764 -1.138 -1.723 -0.052
C 4.030 -2.166 -2.619 -0.663
Br 5.819 -2.416 -3.205 0.753
C 3.044 -2.999 -3.083 -0.068
C 1.728 -2.843 -2.630 -0.062
C 1.459 -1.851 -1.686 -0.148
O 0.221 -1.672 -1.113 -0.050
C 0.760 -3.763 -3.198 -0.247
N 1.154 -4.742 -3.971 0.171
C 0.033 -5.414 -4.347 -0.224
C -0.103 -6.512 -5.196 -0.013
C -1.377 -6.995 -5.397 -0.095
C -2.487 -6.430 -4.760 -0.088
C -2.375 -5.334 -3.924 -0.020
C -1.102 -4.815 -3.748 -0.177
N -0.609 -3.756 -3.017 0.177
H 3.825 0.424 0.643 0.113
H 2.566 1.681 0.621 0.080
H 3.546 1.404 -0.830 0.112
H 4.568 -0.510 -1.379 0.100
H 3.250 -3.795 -3.780 0.106
H -0.213 -2.524 -0.978 0.114
H 0.764 -6.944 -5.669 0.111
H -1.524 -7.838 -6.057 0.099
H -3.461 -6.866 -4.923 0.100
H -3.237 -4.915 -3.423 0.089
H -1.175 -3.005 -2.654 0.137
O 1.414 4.514 3.792 0.127
C 1.538 3.374 4.440 -0.512
O 1.979 3.311 5.562 0.097
C 1.118 2.131 3.730 -0.036
C 1.117 0.864 4.298 0.020
N 0.763 -0.009 3.346 0.042
N 0.514 0.609 2.199 0.052
C 0.705 1.909 2.396 -0.124
C 0.380 2.817 1.231 -0.576
O 0.566 4.028 1.345 0.060
O -0.081 2.218 0.221 -0.085
H 1.075 4.420 2.849 0.071
H 1.352 0.587 5.306 0.138
H 0.563 -1.004 3.391 0.142
Se -4.546 -4.917 0.014 0.350
P -4.291 -3.742 1.745 0.542
C -3.703 -4.760 3.131 -0.355
C -2.580 -5.553 2.917 -0.113
C -2.129 -6.390 3.919 -0.071
C -2.804 -6.452 5.128 -0.079
C -3.951 -5.700 5.321 -0.077
C -4.408 -4.857 4.323 -0.075
C -5.734 -2.833 2.392 -0.377
C -5.517 -1.895 3.400 -0.097
C -6.591 -1.212 3.939 -0.074
C -7.874 -1.457 3.468 -0.087
C -8.086 -2.378 2.454 -0.067
C -7.014 -3.074 1.916 -0.103
C -3.030 -2.483 1.533 -0.409
C -2.729 -1.442 0.644 -0.353
N -1.508 -0.997 1.042 -0.106
N -1.100 -1.708 2.060 -0.050
N -1.985 -2.601 2.370 0.020
P -3.431 -0.484 -0.720 0.740
Se -1.851 0.556 -1.742 0.651
C -4.337 -1.561 -1.897 -0.326
C -3.830 -1.680 -3.188 -0.134
C -4.465 -2.474 -4.123 -0.085
C -5.619 -3.161 -3.781 -0.070
C -6.129 -3.045 -2.500 -0.102
C -5.496 -2.249 -1.559 -0.154
C -4.600 0.674 0.092 -0.308
C -4.289 2.029 0.087 -0.098
C -5.133 2.935 0.705 -0.063
C -6.291 2.498 1.325 -0.065
C -6.590 1.146 1.352 -0.067
C -5.744 0.234 0.747 -0.075
H -2.074 -5.520 1.962 0.094
H -1.254 -7.002 3.756 0.106
H -2.448 -7.100 5.917 0.104
H -4.501 -5.769 6.248 0.104
H -5.312 -4.284 4.474 0.099
H -4.510 -1.717 3.753 0.118
H -6.431 -0.488 4.726 0.113
H -8.714 -0.930 3.899 0.109
H -9.085 -2.559 2.085 0.108
H -7.157 -3.801 1.126 0.084
H -2.939 -1.127 -3.459 0.034
H -4.056 -2.564 -5.118 0.112
H -6.116 -3.785 -4.507 0.111
H -7.012 -3.596 -2.218 0.109
H -5.907 -2.190 -0.565 0.059
H -3.385 2.368 -0.398 0.057
H -4.884 3.984 0.702 0.110
H -6.958 3.204 1.795 0.107
H -7.481 0.795 1.848 0.097
H -5.981 -0.816 0.799 0.069
```

Calculated values
lowest unoccupied orbital energy (alpha / beta): -1.49 / -1.50 eV
relative energy (zero: lowest compared OMol25 entry of this formula, charge and spin): 51.58 kcal per mole
charge: 0
DFT total energy: -330290.193 eV
orbital gap (alpha / beta): 0.247 / 0.247 Ha

=====

# 2
A structure of composition C45H35AlBr2N5O3S. Source: OMol25; level of theory: ωB97M-V/def2-TZVPD.

```
92
Properties=species:S:1:pos:R:3:lowdin_charge:R:1
Al -0.067 0.142 0.103 0.016
C -1.676 0.334 4.252 0.012
O -1.831 -1.003 3.652 0.094
C -1.280 -0.928 2.470 -0.286
N -0.719 0.160 2.095 0.177
C -0.838 1.131 3.222 -0.172
C 0.509 1.592 3.725 -0.197
C 0.876 2.923 3.562 -0.034
C 2.083 3.388 4.074 -0.055
C 2.923 2.521 4.759 -0.053
C 2.561 1.187 4.922 -0.056
C 1.363 0.724 4.400 -0.034
C -1.317 -2.080 1.537 -0.111
C -1.921 -3.310 1.710 0.084
C -1.874 -4.206 0.643 0.046
C -1.260 -3.848 -0.557 0.086
C -0.684 -2.595 -0.627 -0.102
N -0.698 -1.759 0.406 0.136
C -0.017 -1.942 -1.778 -0.274
N 0.489 -0.768 -1.631 0.181
C 1.197 -0.470 -2.926 -0.169
C 0.573 -1.513 -3.857 -0.005
O 0.056 -2.537 -2.936 0.099
C 2.685 -0.591 -2.687 -0.185
C 3.376 0.546 -2.275 -0.045
C 4.731 0.490 -1.990 -0.058
C 5.415 -0.713 -2.123 -0.050
C 4.737 -1.847 -2.546 -0.043
C 3.376 -1.787 -2.829 -0.019
H -1.180 0.211 5.210 0.141
H -2.674 0.730 4.399 0.131
H -1.385 2.004 2.867 0.134
H 0.201 3.610 3.060 0.118
H 2.352 4.432 3.968 0.118
H 3.849 2.886 5.187 0.122
H 3.206 0.515 5.474 0.120
H 1.085 -0.317 4.551 0.127
H -2.417 -3.558 2.639 0.147
H -2.329 -5.183 0.742 0.142
H -1.235 -4.517 -1.406 0.148
H 0.970 0.541 -3.264 0.154
H 1.270 -1.988 -4.538 0.143
H -0.284 -1.137 -4.411 0.141
H 2.857 1.500 -2.227 0.109
H 5.263 1.387 -1.695 0.116
H 6.477 -0.759 -1.922 0.120
H 5.268 -2.781 -2.674 0.120
H 2.878 -2.695 -3.150 0.120
Br 2.723 6.035 -0.821 0.929
C 1.918 4.378 -0.616 -0.658
C 0.719 4.093 -1.264 -0.050
C 0.139 2.865 -1.049 -0.063
N 0.698 1.928 -0.262 0.110
C 1.894 2.184 0.310 -0.167
C 2.517 3.406 0.173 -0.027
C 2.518 1.010 0.976 -0.172
C 3.750 1.047 1.590 -0.033
C 4.283 -0.140 2.074 -0.666
Br 5.948 -0.141 2.899 0.911
C 3.564 -1.318 1.939 -0.048
C 2.329 -1.260 1.330 -0.048
N 1.809 -0.125 0.850 0.103
H 0.249 4.818 -1.914 0.127
H -0.809 2.606 -1.499 0.109
H 3.467 3.606 0.648 0.122
H 4.306 1.967 1.689 0.122
H 3.956 -2.259 2.297 0.127
H 1.745 -2.162 1.193 0.128
O -1.717 0.635 -0.547 -0.420
S -3.215 0.683 -0.203 1.172
C -3.912 1.217 -1.746 -0.374
C -3.186 1.062 -2.917 -0.073
C -3.783 1.430 -4.116 -0.044
C -5.079 1.924 -4.126 -0.030
C -5.795 2.054 -2.940 -0.029
C -5.215 1.697 -1.733 -0.057
C -3.482 2.073 0.844 -0.412
C -2.974 3.330 0.525 -0.055
C -3.229 4.382 1.385 -0.033
C -3.999 4.178 2.532 -0.023
C -4.515 2.923 2.824 -0.041
C -4.249 1.851 1.980 -0.086
H -2.184 0.655 -2.894 0.095
H -3.237 1.324 -5.044 0.119
H -5.540 2.206 -5.063 0.126
H -6.806 2.436 -2.954 0.127
H -5.772 1.803 -0.810 0.123
H -2.414 3.485 -0.390 0.106
H -2.855 5.371 1.154 0.123
H -4.210 5.010 3.191 0.127
H -5.128 2.778 3.704 0.126
H -4.644 0.864 2.198 0.122
```

Calculated values
lowest unoccupied orbital energy: -8.68 eV
relative energy (zero: lowest compared OMol25 entry of this formula, charge and spin): 0.00 kcal per mole
charge: +3
DFT total energy: -218326.894 eV
orbital gap: 0.277 Ha

=====

# 3
A structure of composition C45H35AsF5NiOPS. Source: OMol25; level of theory: ωB97M-V/def2-TZVPD.

```
90
Properties=species:S:1:pos:R:3:lowdin_spin:R:1
Ni -0.120 1.065 0.731 1.355
C 3.651 -2.350 3.201 0.001
C 4.544 -1.801 2.120 0.001
C 5.925 -1.939 2.219 0.000
C 6.772 -1.443 1.241 0.001
C 6.239 -0.806 0.132 0.000
C 4.867 -0.650 0.024 0.001
C 4.008 -1.128 1.014 0.002
P 2.188 -0.813 0.999 0.014
C 1.953 -0.324 -0.768 0.006
C 1.417 0.917 -1.125 0.004
C 1.292 1.306 -2.448 0.000
C 1.717 0.447 -3.443 0.000
C 2.153 -0.827 -3.108 0.000
C 2.242 -1.247 -1.787 0.001
C 2.672 -2.655 -1.472 0.000
C 2.191 0.830 1.875 0.094
C 3.315 1.660 1.883 -0.012
C 3.361 2.825 2.625 0.093
C 2.248 3.217 3.369 -0.005
C 1.117 2.445 3.374 0.077
C 1.038 1.219 2.650 0.017
C -0.147 0.437 2.727 0.194
H 4.223 -2.938 3.918 0.000
H 2.876 -2.987 2.773 0.000
H 3.150 -1.540 3.736 0.000
H 6.346 -2.434 3.087 0.000
H 7.844 -1.547 1.348 0.000
H 6.890 -0.415 -0.641 0.000
H 4.456 -0.140 -0.839 0.000
H 1.184 1.646 -0.339 0.001
H 0.890 2.281 -2.694 0.000
H 1.692 0.756 -4.479 0.000
H 2.435 -1.515 -3.899 0.000
H 2.601 -3.285 -2.358 0.000
H 2.042 -3.079 -0.686 0.000
H 3.703 -2.679 -1.115 0.000
H 4.186 1.387 1.308 -0.003
H 4.259 3.429 2.623 0.006
H 2.280 4.135 3.943 -0.002
H 0.248 2.757 3.940 0.003
H -0.922 0.763 3.406 0.009
H -0.105 -0.627 2.525 0.011
O -1.141 -0.655 0.174 0.033
As -2.285 -1.333 -0.794 0.006
C -4.064 -1.095 -0.089 0.000
C -5.118 -1.757 -0.712 0.000
C -6.406 -1.588 -0.236 0.000
C -6.637 -0.754 0.852 0.000
C -5.582 -0.105 1.476 0.000
C -4.287 -0.280 1.011 0.000
C -2.350 -0.495 -2.538 0.000
C -1.725 -0.947 -3.690 0.000
C -1.763 -0.168 -4.837 0.000
C -2.377 1.074 -4.821 0.000
C -2.985 1.535 -3.661 0.000
C -2.982 0.747 -2.523 0.000
C -2.037 -3.254 -0.699 0.003
C -1.479 -4.062 -1.678 0.001
C -1.305 -5.417 -1.434 0.000
C -1.685 -5.963 -0.218 0.001
C -2.228 -5.151 0.770 0.000
C -2.405 -3.800 0.529 0.001
H -4.918 -2.400 -1.563 0.000
H -7.230 -2.101 -0.714 0.000
H -7.648 -0.610 1.213 0.000
H -5.764 0.546 2.321 0.000
H -3.446 0.216 1.480 0.000
H -1.201 -1.894 -3.698 0.000
H -1.290 -0.526 -5.743 0.000
H -2.365 1.695 -5.707 0.000
H -3.456 2.509 -3.639 0.000
H -3.451 1.103 -1.613 0.000
H -1.185 -3.645 -2.633 0.000
H -0.863 -6.048 -2.195 0.000
H -1.559 -7.022 -0.037 0.000
H -2.509 -5.571 1.727 0.000
H -2.830 -3.157 1.291 0.000
F -0.582 8.178 1.222 0.001
C -0.873 6.883 1.076 0.003
C -2.175 6.440 1.222 0.000
F -3.132 7.318 1.535 0.000
C -2.482 5.103 1.061 0.006
F -3.754 4.721 1.201 0.002
C -1.510 4.142 0.762 0.010
S -1.949 2.482 0.519 0.054
C -0.202 4.633 0.652 0.005
F 0.790 3.777 0.364 0.004
C 0.122 5.967 0.787 -0.001
F 1.383 6.379 0.636 0.000
```

Calculated values
lowest unoccupied orbital energy (alpha / beta): 0.38 / -0.01 eV
<S²>: 2.031
2S+1: 3
charge: 0
DFT total energy: -184871.817 eV
orbital gap (alpha / beta): 0.249 / 0.265 Ha